[1]
{
  "formula": "C31H47NO3P2SV",
  "method": "the ωB97M-V functional and the def2-TZVPD basis",
  "multiplicity": 3,
  "charge": 1,
  "homo_energy_ev": [-9.39, -9.39],
  "lumo_ev": [-2.652, -7.260],
  "relative_energy_kj_mol": 0.0,
  "largest_force_ev_per_a": 7.3,
  "gap_ha": [0.2478, 0.0784],
  "species": ["V", "C", "C", "C", "C", "C", "C", "H", "H", "H", "C", "H", "H", "H", "C", "H", "H", "H", "C", "H", "H", "H", "C", "H", "H", "H", "C", "C", "C", "C", "C", "C", "C", "C", "H", "H", "H", "H", "H", "H", "H", "H", "H", "H", "H", "H", "P", "P", "C", "C", "H", "H", "H", "H", "C", "H", "H", "H", "C", "H", "H", "H", "C", "H", "H", "H", "C", "H", "H", "H", "O", "S", "O", "N", "C", "O", "C", "C", "C", "C", "C", "C", "H", "H", "H", "H"],
  "coordinates": [[0.793, 0.679, 1.711], [1.395, 0.501, 3.928], [2.449, 1.056, 3.128], [0.631, 2.509, 3.056], [0.279, 1.396, 3.878], [1.977, 2.314, 2.597], [1.543, -0.708, 4.774], [2.215, -1.463, 4.336], [0.533, -1.193, 4.925], [1.893, -0.452, 5.789], [-1.020, 1.283, 4.565], [-1.134, 0.259, 4.974], [-1.866, 1.471, 3.896], [-1.084, 1.925, 5.451], [-0.181, 3.750, 2.880], [-0.094, 4.394, 3.767], [-1.235, 3.498, 2.744], [0.163, 4.323, 2.014], [2.809, 3.326, 1.882], [3.328, 3.991, 2.591], [2.198, 3.961, 1.231], [3.587, 2.859, 1.265], [3.851, 0.546, 3.039], [4.458, 1.057, 3.796], [4.300, 0.746, 2.061], [3.901, -0.528, 3.238], [-0.219, -1.163, 0.938], [0.920, -1.534, 1.657], [2.232, -1.922, 1.051], [2.647, -0.966, -0.097], [2.222, 0.467, 0.131], [1.022, 1.019, -0.401], [0.046, 0.196, -1.212], [-0.322, -1.165, -0.566], [2.165, -2.956, 0.689], [2.262, -1.348, -1.050], [3.006, -1.934, 1.825], [0.292, -1.970, -0.979], [-1.169, -1.206, 1.459], [0.780, -1.910, 2.664], [-1.352, -1.409, -0.832], [-0.868, 0.773, -1.364], [0.990, 2.094, -0.585], [0.438, 0.009, -2.223], [3.738, -0.999, -0.185], [3.037, 1.154, 0.349], [-0.492, -0.045, -5.533], [-0.147, 2.716, -7.096], [-0.510, -0.094, -7.409], [-0.853, 1.261, -8.046], [-1.259, -0.847, -7.697], [0.477, -0.444, -7.748], [-0.446, 1.317, -9.068], [-1.944, 1.396, -8.100], [-0.965, 4.096, -8.005], [-0.502, 5.037, -7.689], [-2.025, 4.124, -7.736], [-0.862, 3.981, -9.091], [1.518, 2.770, -7.908], [1.429, 2.778, -9.003], [2.110, 1.902, -7.591], [2.033, 3.679, -7.577], [-1.946, -1.141, -5.215], [-2.000, -1.349, -4.139], [-1.859, -2.084, -5.771], [-2.863, -0.620, -5.517], [0.873, -1.243, -5.204], [1.830, -0.784, -5.475], [0.731, -2.169, -5.776], [0.885, -1.468, -4.131], [-2.269, -1.275, 7.558], [-1.803, -2.412, 6.664], [-0.681, -3.316, 7.137], [-1.076, -1.612, 5.375], [-1.700, -1.819, 4.173], [-1.181, -1.073, 3.248], [-2.830, -2.662, 4.183], [-3.688, -3.111, 3.145], [-4.714, -4.008, 3.463], [-4.922, -4.467, 4.794], [-4.066, -4.001, 5.802], [-3.030, -3.104, 5.494], [-3.523, -2.756, 2.117], [-5.393, -4.389, 2.686], [-5.719, -5.165, 5.049], [-4.173, -4.324, 6.854]],
  "atomic_forces_ev_per_a": [[-1.768, 0.596, 0.990], [0.922, 0.473, -0.406], [-0.381, 0.681, 0.080], [1.271, -0.365, 0.298], [0.553, 0.598, -0.805], [-0.094, -0.152, 0.634], [-0.798, -0.851, 0.200], [0.031, 0.367, 0.168], [1.397, 0.532, -0.047], [0.028, 0.001, -0.430], [-0.569, -0.947, 0.899], [0.027, 0.909, -0.231], [0.118, 0.133, 0.161], [0.097, 0.351, -0.292], [-0.112, -0.035, -0.218], [-0.045, -0.210, -0.202], [0.012, 0.182, 0.038], [-0.132, -0.020, 0.114], [0.215, 0.233, -0.260], [-0.187, -0.222, -0.131], [0.140, -0.085, 0.074], [-0.148, 0.136, 0.142], [0.094, 0.094, 0.142], [0.054, -0.148, -0.128], [-0.025, -0.042, 0.143], [0.028, 0.213, -0.013], [1.408, -1.363, -0.583], [-1.307, -1.336, -0.903], [0.365, 0.357, -0.530], [0.405, -0.592, 0.120], [-0.228, 0.498, -0.196], [0.585, -0.213, 0.305], [-0.210, -0.247, -0.084], [0.322, 0.250, -0.403], [-0.017, 0.044, -0.013], [0.028, 0.188, 0.105], [-0.184, 0.089, -0.106], [0.019, 0.066, 0.014], [0.260, 0.414, 0.346], [-0.220, 0.513, 0.089], [-0.007, -0.011, 0.048], [-0.003, 0.059, 0.096], [0.102, -0.083, 0.050], [0.091, 0.069, -0.046], [-0.107, 0.014, -0.054], [-0.186, -0.087, -0.166], [0.007, -1.608, -1.420], [0.072, -0.799, -2.255], [0.056, 0.598, -0.152], [-0.204, -0.225, 0.453], [0.316, 0.166, 0.079], [-0.263, 0.120, 0.178], [-0.213, 0.107, 0.273], [0.298, 0.001, 0.022], [-0.164, 0.219, 0.836], [-0.134, -0.084, -0.137], [0.155, 0.068, -0.098], [0.105, -0.166, 0.271], [0.209, 0.077, 0.879], [-0.190, 0.009, 0.339], [-0.058, 0.221, -0.114], [0.033, -0.208, -0.128], [-0.212, 0.693, 0.630], [-0.099, -0.031, -0.225], [0.189, 0.310, 0.101], [0.145, -0.173, 0.099], [0.154, 0.614, 0.484], [-0.137, -0.154, 0.084], [-0.131, 0.288, 0.078], [0.084, -0.049, -0.228], [0.202, -3.868, -1.791], [4.200, 3.116, -0.229], [-3.946, 1.275, -0.463], [-2.719, -1.928, -0.281], [5.231, 4.954, 1.234], [-2.603, -2.249, 0.482], [-2.237, -1.960, 0.136], [0.462, 0.159, 0.740], [-0.339, -0.360, 0.558], [0.901, 0.818, -0.463], [0.299, 0.175, 0.492], [-1.760, -1.600, 0.674], [-0.115, -0.217, 0.564], [0.429, 0.305, 0.287], [0.214, 0.216, -0.234], [-0.083, 0.120, -0.761]],
  "mulliken_charge": [0.123, 0.822, 0.694, 0.527, 0.822, 0.664, -1.123, 0.309, 0.218, 0.390, -1.163, 0.194, 0.245, 0.345, -1.752, 0.353, 0.335, 0.376, -1.642, 0.306, 0.368, 0.371, -1.730, 0.397, 0.285, 0.375, -0.237, -0.374, -1.285, -1.409, -0.007, -0.393, -0.796, -1.426, 0.559, 0.065, 0.333, 0.273, 0.663, 0.979, 0.580, 0.492, 0.630, 0.082, 0.493, 0.958, 0.593, 0.371, -0.800, -0.881, 0.438, 0.448, 0.475, 0.434, -1.052, 0.386, 0.368, 0.352, -1.089, 0.381, 0.300, 0.396, -1.158, 0.287, 0.413, 0.371, -1.041, 0.343, 0.441, 0.256, -0.642, 0.938, -0.652, -0.926, 1.147, -0.477, -0.181, -0.403, -0.527, -0.630, -0.440, -0.170, 0.494, 0.355, 0.398, 0.396]
}

***

[2]
{
  "formula": "C5H8N2",
  "method": "the ωB97M-V functional and the def2-TZVPD basis",
  "multiplicity": 1,
  "charge": 0,
  "homo_energy_ev": -9.13,
  "lumo_ev": 1.072,
  "relative_energy_kj_mol": 76.3,
  "largest_force_ev_per_a": 0.4,
  "smiles": "Cc1ccn(C)n1",
  "gap_ha": 0.3749,
  "species": ["C", "C", "C", "C", "N", "C", "N", "H", "H", "H", "H", "H", "H", "H", "H"],
  "coordinates": [[-2.364, -0.630, 0.162], [-1.010, -0.090, -0.163], [-0.596, 1.275, -0.225], [0.745, 1.211, -0.455], [1.100, -0.109, -0.509], [2.260, -0.552, 0.246], [0.012, -0.903, -0.318], [-3.151, -0.237, -0.487], [-2.610, -0.351, 1.193], [-2.355, -1.720, 0.086], [-1.193, 2.163, -0.072], [1.497, 1.981, -0.572], [3.138, 0.047, -0.009], [2.438, -1.606, 0.040], [2.029, -0.428, 1.312]],
  "atomic_forces_ev_per_a": [[-0.094, -0.021, 0.004], [-0.019, -0.071, 0.060], [0.018, 0.036, -0.132], [-0.017, -0.022, 0.108], [0.029, 0.216, 0.150], [0.222, -0.106, -0.045], [-0.230, 0.208, 0.222], [0.138, -0.004, 0.034], [-0.075, -0.087, -0.137], [0.002, 0.159, 0.026], [0.000, -0.131, -0.219], [-0.127, -0.071, 0.128], [-0.130, -0.114, -0.041], [0.048, 0.108, -0.034], [0.235, -0.101, -0.124]],
  "mulliken_charge": [-1.015, 0.673, -0.660, -0.329, 0.468, -0.794, -0.831, 0.294, 0.246, 0.298, 0.365, 0.397, 0.324, 0.264, 0.300]
}

***

[3]
{
  "formula": "C9H13N2O",
  "method": "the ωB97M-V functional and the def2-TZVPD basis",
  "multiplicity": 1,
  "charge": 1,
  "homo_energy_ev": -13.05,
  "lumo_ev": -4.229,
  "relative_energy_kj_mol": 540.8,
  "largest_force_ev_per_a": 4.1,
  "smiles": "C[NH+](C)[C@@H](N=O)c1ccccc1",
  "gap_ha": 0.3241,
  "species": ["C", "N", "C", "C", "N", "O", "C", "C", "C", "C", "C", "C", "H", "H", "H", "H", "H", "H", "H", "H", "H", "H", "H", "H", "H"],
  "coordinates": [[-3.056, 0.354, 0.213], [-1.710, -0.358, 0.286], [-1.858, -1.703, -0.301], [-0.784, 0.575, -0.394], [-0.628, 1.810, 0.324], [-0.335, 2.739, -0.399], [0.780, 0.337, -0.116], [1.711, 0.437, -1.140], [3.074, 0.223, -1.003], [3.478, -0.255, 0.197], [2.604, -0.276, 1.265], [1.265, 0.051, 1.159], [-3.450, -0.020, -0.794], [-3.721, -0.174, 1.010], [-3.072, 1.447, 0.533], [-1.355, -0.425, 1.258], [-2.350, -1.707, -1.381], [-0.920, -2.121, -0.490], [-2.422, -2.425, 0.371], [-0.998, 0.578, -1.530], [1.346, 0.909, -2.086], [3.909, 0.473, -1.690], [4.593, -0.285, 0.331], [3.128, -0.390, 2.231], [0.772, 0.208, 2.147]],
  "atomic_forces_ev_per_a": [[-2.227, -1.732, 1.552], [-0.451, 1.659, 0.556], [-1.986, -1.381, -1.679], [3.339, -1.028, -2.194], [-1.156, 2.450, -0.672], [-0.619, -0.552, 0.894], [-0.514, -2.040, -0.203], [-0.915, 1.489, -2.530], [0.033, 0.196, -0.722], [2.079, 0.566, 0.938], [1.262, -0.100, 1.309], [0.162, -0.139, 1.278], [0.315, 1.575, 1.341], [1.038, 0.832, -1.422], [0.484, -1.469, -1.077], [-0.440, -0.099, -0.381], [0.710, 0.518, 2.465], [1.729, -0.535, 0.062], [0.519, 1.339, -0.723], [0.217, 0.368, 1.890], [0.280, -0.738, 0.658], [-1.381, -0.176, -0.170], [-1.303, -0.555, 0.293], [-0.946, -0.143, -0.308], [-0.230, -0.306, -1.154]],
  "mulliken_charge": [-0.815, 0.164, -0.877, -0.110, 0.020, -0.362, 0.406, -0.098, -0.562, -0.350, -0.656, -0.302, 0.359, 0.369, 0.370, 0.456, 0.349, 0.355, 0.352, 0.394, 0.284, 0.344, 0.299, 0.310, 0.300]
}